36
Properties=species:S:1:pos:R:3:forces:R:3:mulliken_charge:R:1 method="wB97M-V/def2-TZVPD" e_lumo_ev=0.73 smiles=Brc1cc2c(cc1Cc1ccccc1)Sc1ccccc1N2 max_force_ev_per_a=1.867 energy_ha=-3759.404609
Br -2.1514 2.0578 2.7924 0.47 -0.09 -0.15 -0.213
C -0.8154 1.7933 1.4303 -1.01 0.09 0.23 -0.196
C 0.5020 1.7222 1.8091 0.16 0.16 1.44 -0.738
C 1.5054 1.5160 0.8920 -0.36 0.22 0.07 0.710
C 1.1121 1.4274 -0.4342 1.74 -0.47 -0.49 0.436
C -0.1981 1.5015 -0.8066 -0.90 0.07 -0.67 -0.702
C -1.2223 1.6679 0.1169 -0.27 0.42 -0.06 0.507
C -2.6653 1.7026 -0.3280 -0.12 -0.37 -0.59 -1.590
C -3.2250 0.2956 -0.5614 0.04 0.39 0.34 0.958
C -4.5003 -0.0355 -0.1469 -0.75 0.63 0.57 -0.403
C -5.0372 -1.2837 -0.3521 -0.79 -0.99 0.04 -0.584
C -4.3133 -2.2764 -0.9792 0.36 -0.06 -0.24 -0.421
C -3.0350 -1.9561 -1.3972 0.09 -0.78 -0.37 -0.708
C -2.5068 -0.7035 -1.1934 0.81 0.12 -0.44 -0.161
S 2.4350 1.1796 -1.6136 -0.07 -0.10 -0.23 -0.304
C 3.4318 0.0264 -0.6740 -1.07 1.16 -0.21 0.960
C 4.0610 -1.0525 -1.2525 -0.19 -0.08 -0.60 -0.714
C 4.7884 -1.9109 -0.4642 0.59 -0.79 0.08 -0.311
C 4.8838 -1.6972 0.8999 0.12 -0.20 -0.44 -0.877
C 4.2480 -0.6042 1.4413 0.14 0.09 1.64 -0.406
C 3.5099 0.2805 0.6850 0.46 -0.24 -0.10 0.143
N 2.8592 1.3953 1.2591 -0.24 -0.31 -0.19 -0.324
H 0.7195 1.8351 2.8715 0.13 -0.10 -0.23 0.282
H -0.4889 1.4364 -1.8544 0.31 -0.02 0.12 0.469
H -3.3009 2.2495 0.3728 0.18 -0.20 -0.02 0.561
H -2.7561 2.2372 -1.2865 0.25 -0.03 0.21 0.338
H -5.1426 0.6752 0.3741 0.36 0.13 -0.11 0.308
H -6.0417 -1.5331 -0.0136 0.13 0.31 0.02 0.342
H -4.6946 -3.2746 -1.1724 -0.15 0.20 0.17 0.378
H -2.4385 -2.7082 -1.9116 -0.05 0.16 0.11 0.353
H -1.5044 -0.5416 -1.5818 -0.12 0.17 0.23 0.289
H 3.9520 -1.2208 -2.3207 0.03 0.01 0.16 0.372
H 5.2910 -2.7846 -0.8736 -0.16 0.23 -0.17 0.357
H 5.4456 -2.4133 1.4917 -0.12 0.29 0.15 0.367
H 4.3054 -0.4362 2.5200 0.01 -0.04 -0.21 0.252
H 2.9878 1.4332 2.2619 0.00 0.02 -0.08 0.271

---

85
Properties=species:S:1:pos:R:3:forces:R:3:mulliken_charge:R:1 method="wB97M-V/def2-TZVPD" relative_energy_kj_mol=78.6 e_lumo_ev=-0.10 max_force_ev_per_a=3.771 energy_ha=-4371.445084
Ca -0.7068 -1.1370 -0.6762 1.31 -0.19 -0.28 1.039
C 0.1012 -0.7958 2.7259 0.05 -0.58 2.63 -0.017
C 1.2130 -1.7409 2.3773 -0.05 -1.38 -1.96 -0.891
N 1.6037 -3.3316 0.3920 -0.24 0.18 -0.27 -0.435
C 1.1001 -4.6754 0.0270 -0.40 0.21 0.32 -0.772
C 0.0642 -4.6183 -1.1418 0.66 -1.55 -0.24 0.223
C -0.0086 -5.6634 -2.1020 0.48 -0.51 0.14 -0.842
C -1.2819 -5.9824 -2.6637 0.19 1.37 1.45 -0.500
C -2.3653 -5.1586 -2.2856 1.38 -0.49 -0.24 -1.142
C -2.1136 -4.0160 -1.4636 -0.78 -1.50 -1.94 0.836
C -3.2848 -3.1503 -1.1590 -0.50 1.39 -0.04 -1.247
N -2.9581 -1.9445 -0.3330 -0.31 -0.39 -0.93 -0.166
C -2.7728 -2.0845 1.1203 -0.18 0.04 0.01 -0.744
C -2.2740 -0.7671 1.7924 -2.06 -0.70 0.54 -0.504
N -0.8392 -0.3847 1.7004 -0.85 1.12 -0.96 -0.241
N -0.9168 -3.7119 -1.0391 0.20 -0.07 1.57 0.926
H 0.6842 0.0386 3.1014 -0.47 0.73 0.09 0.198
H -0.3443 -1.2670 3.6335 -0.19 0.89 -1.12 0.071
H 1.4654 -2.3993 3.2083 -0.13 0.02 0.03 0.271
H 2.0891 -1.1552 2.0980 0.26 -0.36 -0.64 0.551
H 2.6334 -3.2079 0.4921 -1.53 0.07 0.72 0.257
H 0.6532 -5.2378 0.9092 -0.25 1.10 -0.87 0.216
H 1.8642 -5.4442 -0.2216 0.28 1.16 -0.22 0.443
H 0.9293 -6.2632 -2.3919 -1.67 0.84 0.85 0.288
H -1.4491 -6.9162 -3.2031 0.19 0.54 -0.25 0.417
H -3.3315 -5.3858 -2.7322 -0.04 0.21 0.55 0.399
H -4.0937 -3.7462 -0.7165 0.19 -0.07 0.09 0.407
H -3.6689 -2.8153 -2.1576 0.16 0.09 0.88 0.386
H -3.7371 -1.3089 -0.4059 -0.08 0.30 -0.52 0.250
H -2.0546 -2.8429 1.3296 0.69 -0.66 0.04 0.466
H -3.6950 -2.4523 1.6274 0.51 0.58 -0.30 0.546
H -2.6359 -1.0141 2.8070 0.71 0.94 -0.24 0.331
H -2.8916 0.1053 1.4255 0.67 -0.90 0.33 0.396
H -0.9055 0.6443 1.6601 0.54 -0.80 0.20 0.069
S -0.1300 -1.4055 -3.7028 -0.34 -0.39 -0.25 -0.465
C 1.3503 -0.7574 -3.1961 0.58 2.15 2.51 0.273
N 1.4485 -0.1790 -1.9484 1.70 -0.70 -2.07 0.028
C 2.7290 0.4636 -1.7952 -1.29 -0.76 -0.63 -0.407
C 3.0546 1.3238 -0.7135 -0.08 1.75 -0.99 -0.379
C 4.2090 2.1363 -0.8882 -0.41 -2.40 0.02 -0.458
C 5.1739 1.7446 -1.8215 -1.43 0.56 -0.44 -0.770
C 4.8037 0.9396 -2.8997 0.91 -0.12 -0.27 -0.209
C 3.5920 0.3100 -2.9682 -1.35 1.13 3.34 0.555
S 2.8062 -0.5010 -4.2359 -1.31 -0.87 0.26 -0.267
H 2.3388 1.6778 0.0857 0.55 -0.99 -1.13 0.241
H 4.3594 3.0176 -0.3102 0.25 0.23 0.79 0.473
H 6.1135 2.2373 -1.7917 0.69 0.36 -0.34 0.395
H 5.4263 0.8386 -3.7658 0.72 0.01 -0.12 0.370
N 5.0970 4.2064 4.7758 0.36 0.84 -0.98 -0.406
C 3.7414 3.9620 4.8674 0.88 -0.86 2.81 0.267
O 3.3500 3.3199 5.8750 0.06 1.44 -2.71 -0.643
C 2.9152 4.5228 3.7638 -1.41 -1.17 0.72 0.589
C 1.7474 3.8008 3.3766 0.39 -0.05 -0.45 -0.418
C 1.0726 4.2156 2.2304 -0.37 0.39 -1.04 -0.220
C 1.5993 5.3495 1.5584 0.07 -1.48 0.84 -0.321
N 2.6500 6.0270 1.9920 -1.17 1.32 -1.16 -0.568
C 3.2211 5.7079 3.1208 1.47 0.07 0.50 -0.445
H 5.6213 4.0310 5.6254 -0.12 -0.08 -0.35 0.237
H 5.5774 4.7260 4.0045 -1.04 -0.83 1.21 0.224
H 1.4355 2.8944 3.9214 0.38 0.60 -0.18 0.537
H 0.1954 3.7037 1.7033 1.28 0.59 1.33 0.300
H 1.1642 5.6331 0.6227 -0.09 0.31 -0.44 0.411
H 4.0041 6.4428 3.4634 -0.70 -1.15 -0.15 0.436
F -2.0208 -1.4374 4.5936 -0.01 -0.71 -0.57 -0.507
Te -2.0723 -3.3503 4.7370 -1.13 0.19 0.37 1.443
F -3.2283 -2.6011 6.1822 0.39 -0.79 0.08 -0.530
F -0.2237 -3.0135 5.1670 0.71 0.35 1.14 -0.511
F -3.7323 -3.3253 3.6262 0.72 0.30 0.11 -0.515
F -1.0477 -3.5228 3.0277 -1.08 0.09 0.01 -0.565
O 0.6507 -2.5375 1.2676 2.19 -0.77 -1.13 0.214
S -2.1713 1.4754 -0.8038 0.14 -0.17 -0.55 -0.549
C -2.5534 1.9870 -2.3933 -0.36 0.44 -0.75 0.456
N -2.0250 1.5003 -3.5346 -0.07 0.06 0.77 0.203
C -2.2996 2.0399 -4.8513 0.41 -0.84 -1.37 -0.529
C -3.4176 3.0584 -4.9830 -1.82 -1.46 -0.35 -0.621
C -3.9045 3.7040 -3.7192 -0.66 -0.59 0.95 -0.603
N -3.4877 2.9670 -2.5186 -0.28 0.36 0.74 -0.230
H -1.3827 0.6842 -3.5301 -0.39 0.56 0.42 -0.231
H -2.4800 1.1841 -5.5370 -0.34 0.30 0.55 0.330
H -1.3967 2.4290 -5.3233 0.35 0.37 0.60 0.360
H -4.3321 2.5801 -5.4071 0.78 -0.14 0.23 0.269
H -3.1768 3.7593 -5.7404 0.49 0.92 -0.46 0.374
H -5.0222 3.7529 -3.7102 0.86 -0.08 -0.03 0.295
H -3.5651 4.7003 -3.5769 0.46 1.03 -0.16 0.343
H -3.8499 3.4073 -1.6565 0.71 -0.94 -0.63 0.259

---

28
Properties=species:S:1:pos:R:3:forces:R:3:mulliken_charge:R:1 method="wB97M-V/def2-TZVPD" charge=-2 e_lumo_ev=-1.75 max_force_ev_per_a=4.394 energy_ha=-4079.357826
Hg 1.6957 -18.6161 -21.9019 0.92 0.21 0.32 1.678
Hg 1.4784 -19.0977 -16.5378 -0.32 0.22 -2.39 1.472
Hg 4.3152 -15.2245 -21.7298 -1.00 -2.02 -0.15 1.733
S 4.9288 -18.7444 -21.1137 3.20 -1.31 -2.12 1.027
O 5.3758 -19.0378 -19.7647 -0.30 -0.01 -0.03 -0.655
O 4.5828 -17.2801 -21.1856 -0.93 1.50 0.15 -0.705
O 5.9265 -18.9994 -22.1865 -0.53 0.33 1.49 -0.714
O 3.7438 -19.5686 -21.5038 -1.32 0.70 0.42 -0.762
S 1.0421 -21.0415 -19.5151 -2.06 -3.71 -1.12 1.022
O 1.1329 -20.4287 -20.8849 -0.07 1.08 0.41 -0.587
O -0.3468 -21.4144 -19.2720 0.50 0.42 0.13 -0.682
O 1.9586 -22.1642 -19.4518 -0.01 0.64 0.19 -0.599
O 1.4466 -20.0584 -18.4499 1.60 2.36 1.26 -0.591
S 2.1931 -15.8596 -24.1094 -0.82 1.36 -1.05 1.019
O 3.2211 -16.0112 -25.1142 0.07 -0.50 0.71 -0.629
O 2.6699 -14.9585 -22.9508 0.74 1.51 0.76 -0.864
O 1.0111 -15.1640 -24.5958 0.50 -1.00 0.49 -0.635
O 1.8723 -17.1309 -23.3912 -0.40 -1.25 -0.15 -0.570
Cl -0.6517 -11.4529 -18.3113 0.53 -1.23 0.65 1.657
O -1.4445 -12.6065 -17.9110 -0.01 0.52 -0.12 -0.663
O -1.2866 -10.7745 -19.4047 -0.16 0.22 -0.47 -0.663
O -0.5294 -10.5421 -17.1926 -0.03 0.19 0.15 -0.688
O 0.6697 -11.9266 -18.6864 -0.37 0.50 -0.11 -0.626
Cl 1.5283 -16.1103 -18.8737 0.13 3.15 -1.88 1.570
O 1.6058 -17.0992 -17.8205 0.04 -1.70 2.19 -0.696
O 0.6393 -16.5825 -19.9079 0.22 -0.47 0.23 -0.664
O 1.0841 -14.8521 -18.3389 0.24 -1.51 -0.17 -0.567
O 2.8735 -15.9754 -19.4146 -0.36 -0.18 0.20 -0.618

---

11
Properties=species:S:1:pos:R:3:forces:R:3:mulliken_charge:R:1 method="wB97M-V/def2-TZVPD" relative_energy_kj_mol=291.7 e_lumo_ev=0.52 max_force_ev_per_a=4.342 energy_ha=-376.652698
O -2.3072 0.8029 -0.7065 0.82 -0.17 3.79 -0.504
C -1.0289 0.3832 -0.6646 1.88 -0.81 -1.88 0.219
N 0.0253 1.1542 -0.5232 -0.19 -0.33 -0.33 -0.600
C 1.0464 0.2664 -0.4020 0.37 -0.75 0.10 0.630
O 2.3220 0.6676 -0.2404 0.14 0.27 0.00 -0.521
C 0.6197 -1.0307 -0.4384 0.66 0.05 0.21 -0.556
N -0.7512 -0.9363 -0.5790 -0.01 0.19 -0.39 0.017
H -1.9543 0.7184 0.3242 -3.85 1.43 -1.40 0.356
H 2.3231 1.6327 -0.2713 0.02 -0.06 0.00 0.365
H 1.1318 -1.9652 -0.3208 0.09 -0.02 -0.05 0.405
H -1.4122 -1.6918 -0.6711 0.07 0.21 -0.05 0.189

---

14
Properties=species:S:1:pos:R:3:forces:R:3:mulliken_charge:R:1 method="wB97M-V/def2-TZVPD" relative_energy_kj_mol=436.4 e_lumo_ev=0.16 smiles="C#CC(=C)CC(=O)O" max_force_ev_per_a=11.267 energy_ha=-382.519527
C -2.4158 -1.7319 0.1415 4.38 4.04 1.34 -0.204
C -1.5083 -0.7896 0.2654 -7.13 -8.62 -1.34 -0.392
C -0.7990 0.3206 -0.0668 2.69 4.49 1.81 0.601
C -1.3882 1.5316 0.2831 -0.81 -1.14 -1.98 -0.764
C 0.7586 0.2282 -0.6083 -6.69 -3.09 -2.72 -0.743
C 1.8416 -0.1836 0.1563 2.69 -3.59 7.77 0.597
O 1.7969 -0.1364 1.4213 0.11 0.68 -3.32 -0.591
O 2.9529 -0.7762 -0.3634 2.22 1.77 2.42 -0.514
H -3.1434 -2.5896 0.2696 1.44 1.63 -0.19 0.360
H -2.5877 1.5703 0.5102 3.50 0.02 -0.34 0.279
H -0.8066 2.4221 -0.0555 -0.90 -0.39 0.79 0.265
H 0.5226 -0.3434 -1.5618 1.19 0.44 0.93 0.343
H 1.0756 1.1253 -0.8796 0.68 4.56 -1.71 0.357
H 3.7008 -0.6474 0.4881 -3.37 -0.81 -3.45 0.404

---

13
Properties=species:S:1:pos:R:3:forces:R:3:mulliken_charge:R:1 method="wB97M-V/def2-TZVPD" relative_energy_kj_mol=180.6 e_lumo_ev=0.80 smiles="C/C=C(/C)O" max_force_ev_per_a=4.894 energy_ha=-232.376862
C 0.0102 1.7785 1.1492 2.97 -1.60 -0.43 -0.965
C -0.3205 0.3545 0.6492 -1.51 1.09 1.61 -0.227
C -0.0847 -0.1928 -0.5185 2.29 -2.85 -3.25 0.499
C -0.1705 -1.7553 -0.7014 -3.29 1.01 1.95 -1.059
O 0.4072 0.3868 -1.7347 1.09 -0.41 0.93 -0.547
H 0.2905 1.6541 2.2299 -0.43 0.41 -0.91 0.283
H 1.0076 2.0450 0.6091 -1.74 -0.11 0.89 0.226
H -0.6773 2.5871 1.0131 -0.65 0.16 -0.13 0.303
H -0.8942 -0.3321 1.3598 1.13 1.01 -0.89 0.232
H -1.3055 -1.9268 -1.1128 3.04 -0.29 0.87 0.197
H 0.6142 -2.3358 -1.1806 -0.06 0.68 -0.86 0.439
H -0.0446 -2.0953 0.3654 -0.85 -0.17 -1.02 0.272
H 1.1675 -0.1679 -2.1276 -1.99 1.06 1.23 0.346

---

7
Properties=species:S:1:pos:R:3:forces:R:3:mulliken_charge:R:1 method="wB97M-V/def2-TZVPD" relative_energy_kj_mol=0.0 charge=+1 e_lumo_ev="-6.97 / -6.72" max_force_ev_per_a=3.538 energy_ha=-1709.552378 s2=6.01 spin_multiplicity=5
Pm -0.7277 1.9467 0.1445 -1.42 -0.52 -0.49 1.941
F -2.6559 2.4826 -0.6313 2.53 -0.85 1.02 -0.582
N 0.3411 -1.5370 -0.8291 -0.43 0.99 -0.20 -0.071
S -0.3254 -0.4177 -1.6740 0.22 -0.35 0.29 0.094
S 0.7163 -1.2440 0.9353 3.15 -1.57 0.37 0.766
O 0.4674 0.2693 1.1182 -1.23 1.67 -0.98 -0.681
O 2.1843 -1.4999 0.9362 -2.83 0.63 -0.01 -0.467

---

13
Properties=species:S:1:pos:R:3:forces:R:3:mulliken_charge:R:1 method="wB97M-V/def2-TZVPD" relative_energy_kj_mol=390.7 e_lumo_ev=0.14 max_force_ev_per_a=0.390 energy_ha=-323.632173
C 2.4165 0.9208 -0.6881 0.26 0.01 -0.01 -0.574
O 1.0067 0.7383 -0.4373 -0.25 -0.10 0.20 -0.139
C 0.5457 0.0649 0.5610 0.35 0.13 -0.10 -0.234
C -2.2446 -1.0500 -1.2137 -0.06 -0.05 -0.05 0.155
O -3.0518 -1.8089 -1.7140 0.20 0.27 0.12 -0.561
N -2.4664 -0.2319 -0.1545 -0.05 -0.19 0.03 -0.321
H 2.6807 0.3312 -1.5674 -0.04 0.09 0.10 0.229
H 2.9907 0.5994 0.1866 -0.09 0.03 -0.13 0.333
H 2.5672 1.9821 -0.8882 0.01 -0.15 0.02 0.216
H 1.4260 -0.3370 1.1350 -0.12 0.09 -0.04 0.048
H -1.2162 -0.9284 -1.6108 -0.16 -0.09 0.01 0.239
H -3.3228 -0.3816 0.3598 0.08 0.04 -0.06 0.228
H -1.6398 0.0883 0.3483 -0.13 -0.08 -0.09 0.379